1) Below is a single C19H15ClN2O4 molecule, with properties calculated with ωB97M-V/def2-TZVPD.

Output
- HOMO level (eV) = -8.40
- frontier orbital gap (eV) = 8.5
- SMILES = CCOc1nc(/C=C/c2ccccc2)oc1C(=O)Oc1cncc(Cl)c1

CARTESIAN COORDINATES (ANGSTROEM)
C: 2.67 -1.14 -2.74
C: 3.38 0.06 -1.99
O: 2.64 1.19 -1.40
C: 1.70 0.72 -0.49
N: 1.85 -0.37 0.43
C: 0.69 -0.43 0.96
C: 0.75 -1.13 2.28
C: -0.39 -1.03 3.06
C: -0.71 -1.93 4.24
C: -0.26 -3.26 4.29
C: -0.79 -4.13 5.19
C: -1.68 -3.68 6.10
C: -1.95 -2.36 6.18
C: -1.58 -1.43 5.21
O: -0.18 0.52 0.56
C: 0.46 1.20 -0.35
C: -0.02 2.32 -1.25
O: 0.25 3.45 -0.94
O: -0.62 1.83 -2.32
C: -0.88 2.52 -3.48
C: -0.04 3.49 -4.02
N: -0.46 4.19 -5.13
C: -1.66 4.02 -5.67
C: -2.50 3.00 -5.16
Cl: -4.14 2.85 -5.81
C: -2.04 2.19 -4.09
H: 2.35 -1.89 -2.05
H: 3.25 -1.69 -3.59
H: 1.73 -0.82 -3.24
H: 3.93 0.51 -2.81
H: 4.06 -0.44 -1.23
H: 1.49 -1.96 2.48
H: -1.29 -0.43 2.82
H: 0.56 -3.48 3.55
H: -0.48 -5.13 5.19
H: -1.98 -4.39 6.88
H: -2.60 -2.19 7.04
H: -1.85 -0.35 5.21
H: 1.00 3.47 -3.78
H: -1.97 4.57 -6.50
H: -2.69 1.55 -3.62

2) Below is a single C19H15ClN2O4 molecule, with properties calculated with ωB97M-V/def2-TZVPD.

Output
- HOMO level (eV) = -8.78
- frontier orbital gap (eV) = 8.6
- SMILES = O=C(/C=C1\C[C@H](C(=O)O)C(=O)Nc2cc(Cl)ccc21)Nc1ccccc1

CARTESIAN COORDINATES (ANGSTROEM)
O: 1.20 0.30 -1.56
C: 0.59 -0.62 -1.07
C: -0.59 -0.32 -0.28
C: -0.70 0.57 0.81
C: 0.49 1.36 1.32
C: 0.44 2.76 0.76
C: 1.77 3.47 0.96
O: 2.02 4.44 0.23
O: 2.62 2.96 1.89
C: -0.72 3.58 1.36
O: -0.61 4.75 1.70
N: -1.97 3.13 1.71
C: -2.54 1.85 1.96
C: -3.73 1.84 2.70
C: -4.37 0.62 3.03
Cl: -5.84 0.65 3.96
C: -3.85 -0.59 2.60
C: -2.64 -0.59 1.92
C: -1.98 0.61 1.55
N: 0.84 -1.95 -1.34
C: 1.69 -2.56 -2.29
C: 2.84 -1.99 -2.82
C: 3.61 -2.68 -3.77
C: 3.20 -3.96 -4.17
C: 2.07 -4.59 -3.62
C: 1.34 -3.84 -2.69
H: -1.46 -0.88 -0.60
H: 0.51 1.36 2.43
H: 1.45 0.89 1.02
H: 0.35 2.66 -0.32
H: 3.43 3.49 1.82
H: -2.55 3.90 1.95
H: -4.20 2.76 3.09
H: -4.42 -1.52 2.82
H: -2.24 -1.56 1.66
H: 0.22 -2.60 -0.89
H: 3.14 -0.96 -2.56
H: 4.53 -2.24 -4.17
H: 3.77 -4.58 -4.85
H: 1.84 -5.61 -3.98
H: 0.44 -4.31 -2.26

What should be chosen as the least stable of them? Choose 1).

1) Below is a 2-piece molecular cluster, H3O3PS overall, with properties calculated with ωB97M-V/def2-TZVPD.

Output
- HOMO level (alpha / beta) (eV) = -9.06 / -9.06
- frontier orbital gap (alpha / beta) (eV) = 8.1 / 8.1
- SMILES = O=PSO.O

CARTESIAN COORDINATES (ANGSTROEM)
O: 2.59 -1.62 1.04
P: 1.66 -0.51 1.41
S: 2.51 1.18 0.09
O: 3.53 0.15 -0.72
H: 3.82 -0.63 -0.13
O: -0.93 0.72 -0.17
H: -0.56 1.64 -0.26
H: -1.29 0.34 -0.99

2) Below is a 2-piece molecular cluster, H3O3PS overall, with properties calculated with ωB97M-V/def2-TZVPD.

Output
- HOMO level (alpha / beta) (eV) = -8.25 / -8.25
- frontier orbital gap (alpha / beta) (eV) = 7.6 / 7.6

CARTESIAN COORDINATES (ANGSTROEM)
O: 1.45 0.19 -0.24
O: -0.41 1.13 -1.41
O: -0.29 -1.87 1.13
P: 0.22 1.23 0.08
S: -1.50 -0.65 1.39
H: 1.14 -0.51 -0.77
H: -0.98 1.85 -1.72
H: 0.38 -1.37 1.54

What should be chosen as the least stable of them? Choose 2).

1) Below is a 3-piece molecular cluster, C3H12O2S overall, with properties calculated with ωB97M-V/def2-TZVPD.

Output
- HOMO level (alpha / beta) (eV) = -14.61 / -14.61
- frontier orbital gap (alpha / beta) (eV) = 11.6 / 6.7
- net charge = +1
- multiplicity = 2

CARTESIAN COORDINATES (ANGSTROEM)
C: 1.65 1.04 0.18
C: 0.67 0.52 -0.87
S: -0.63 1.78 -0.91
C: -2.12 1.04 -0.35
H: 1.23 1.05 1.17
H: 2.11 2.01 0.02
H: 2.50 0.35 0.24
H: 0.27 -0.46 -0.63
H: 1.16 0.54 -1.86
H: -2.47 1.60 0.52
H: -2.83 1.12 -1.17
H: -2.09 -0.02 -0.11
H: -1.31 -2.85 -0.68
H: -1.59 -1.96 -1.91
O: -1.21 -1.95 -1.02
H: 1.75 -0.75 1.92
H: 1.54 -2.00 2.70
O: 1.37 -1.05 2.75

2) Below is a 3-piece molecular cluster, C3H12O2S overall, with properties calculated with ωB97M-V/def2-TZVPD.

Output
- HOMO level (alpha / beta) (eV) = -14.36 / -14.35
- frontier orbital gap (alpha / beta) (eV) = 10.2 / 5.0
- net charge = +1
- multiplicity = 2

CARTESIAN COORDINATES (ANGSTROEM)
C: -0.56 2.04 -0.34
C: 0.52 1.16 0.28
C: 1.04 0.12 -0.71
S: 2.49 -0.69 -0.05
H: -1.02 2.60 0.46
H: -0.19 2.72 -1.10
H: -1.36 1.41 -0.71
H: 0.08 0.62 1.12
H: 1.36 1.76 0.59
H: 0.34 -0.62 -1.12
H: 1.49 0.58 -1.61
H: 2.72 -1.57 -1.05
H: 0.62 -1.97 1.50
H: -0.51 -2.46 2.42
O: -0.31 -2.19 1.52
H: -2.62 -0.48 -0.48
H: -1.64 -1.61 -0.12
O: -2.44 -1.42 -0.61

What should be chosen as the least stable of them? Choose 2).

1) Below is a single C27H32N4O3S molecule, with properties calculated with ωB97M-V/def2-TZVPD.

Output
- HOMO level (eV) = -7.92
- frontier orbital gap (eV) = 8.6
- SMILES = COc1ccc([C@H]2CC(=O)C(/C=N/CCN3CCN(C(=S)Nc4ccccc4)CC3)=C(O)C2)cc1

CARTESIAN COORDINATES (ANGSTROEM)
C: 0.77 -7.10 -3.84
O: 0.94 -6.46 -2.60
C: 0.32 -5.27 -2.38
C: -0.49 -4.61 -3.30
C: -1.06 -3.40 -2.96
C: -0.85 -2.81 -1.72
C: -1.48 -1.46 -1.45
C: -1.53 -1.06 0.02
C: -0.18 -0.79 0.63
O: 0.00 -0.87 1.84
C: 0.87 -0.34 -0.28
C: 2.14 -0.02 0.30
N: 3.07 0.57 -0.36
C: 4.22 1.07 0.33
C: 4.26 2.62 0.27
N: 3.05 3.34 0.60
C: 2.08 3.41 -0.48
C: 0.93 4.33 -0.10
N: 0.32 3.83 1.12
C: -0.70 2.94 1.05
S: -1.51 2.69 -0.38
N: -1.03 2.27 2.19
C: -2.19 1.54 2.46
C: -2.10 0.52 3.41
C: -3.21 -0.23 3.74
C: -4.44 0.05 3.15
C: -4.54 1.09 2.24
C: -3.43 1.84 1.90
C: 1.29 3.90 2.19
C: 2.46 2.97 1.87
C: 0.63 -0.14 -1.62
O: 1.56 0.30 -2.44
C: -0.72 -0.37 -2.21
C: -0.05 -3.48 -0.81
C: 0.53 -4.69 -1.13
H: -0.28 -7.34 -4.02
H: 1.35 -8.02 -3.79
H: 1.14 -6.48 -4.66
H: -0.68 -5.03 -4.27
H: -1.70 -2.91 -3.68
H: -2.51 -1.49 -1.84
H: -2.10 -0.13 0.11
H: -2.05 -1.81 0.63
H: 2.25 -0.26 1.36
H: 4.23 0.74 1.38
H: 5.11 0.70 -0.17
H: 5.04 2.95 0.96
H: 4.55 2.92 -0.74
H: 2.58 3.79 -1.37
H: 1.65 2.42 -0.73
H: 0.18 4.35 -0.90
H: 1.29 5.34 0.09
H: -0.30 2.11 2.86
H: -1.14 0.29 3.85
H: -3.12 -1.02 4.46
H: -5.31 -0.53 3.41
H: -5.49 1.32 1.79
H: -3.53 2.65 1.20
H: 0.84 3.66 3.16
H: 1.65 4.93 2.24
H: 3.23 3.05 2.64
H: 2.07 1.93 1.87
H: 2.38 0.49 -1.90
H: -1.27 0.58 -2.14
H: -0.60 -0.61 -3.27
H: 0.13 -3.07 0.17
H: 1.15 -5.21 -0.42

2) Below is a single C27H32N4O3S molecule, with properties calculated with ωB97M-V/def2-TZVPD.

Output
- HOMO level (eV) = -7.81
- frontier orbital gap (eV) = 8.3
- SMILES = COc1ccc(NC(=S)N2CCN(CC/N=C/C3=C(O)C[C@@H](c4ccccc4)CC3=O)CC2)cc1

CARTESIAN COORDINATES (ANGSTROEM)
C: 1.51 5.95 -0.03
O: 1.78 4.88 -0.90
C: 2.29 3.73 -0.39
C: 2.50 2.69 -1.30
C: 3.01 1.48 -0.89
C: 3.32 1.27 0.45
N: 3.87 0.07 0.92
C: 3.95 -1.14 0.29
S: 5.30 -2.06 0.56
N: 2.92 -1.54 -0.49
C: 3.02 -2.79 -1.22
C: 2.34 -3.92 -0.42
N: 0.95 -3.62 -0.12
C: 0.01 -3.81 -1.20
C: -1.35 -4.33 -0.68
N: -2.07 -3.30 0.00
C: -2.90 -2.56 -0.63
C: -3.59 -1.47 0.01
C: -3.38 -1.21 1.34
O: -2.59 -1.95 2.09
C: -4.02 -0.05 2.04
C: -4.43 1.05 1.07
C: -3.27 1.82 0.46
C: -3.56 3.01 -0.20
C: -2.56 3.74 -0.82
C: -1.25 3.29 -0.78
C: -0.95 2.12 -0.11
C: -1.96 1.39 0.51
C: -5.26 0.41 -0.06
C: -4.49 -0.66 -0.80
O: -4.64 -0.84 -1.99
C: 0.86 -2.34 0.55
C: 1.54 -1.19 -0.21
C: 3.13 2.31 1.36
C: 2.62 3.53 0.95
H: 0.78 5.67 0.74
H: 1.10 6.74 -0.65
H: 2.43 6.31 0.45
H: 2.25 2.86 -2.34
H: 3.18 0.70 -1.61
H: 4.57 0.17 1.64
H: 4.07 -3.03 -1.38
H: 2.52 -2.66 -2.18
H: 2.40 -4.86 -0.97
H: 2.87 -4.04 0.53
H: 0.41 -4.58 -1.87
H: -0.17 -2.90 -1.79
H: -1.16 -5.13 0.03
H: -1.91 -4.71 -1.54
H: -3.12 -2.70 -1.69
H: -2.23 -2.70 1.50
H: -4.92 -0.43 2.55
H: -3.35 0.32 2.81
H: -5.07 1.77 1.60
H: -4.58 3.37 -0.23
H: -2.81 4.66 -1.33
H: -0.47 3.85 -1.27
H: 0.07 1.77 -0.07
H: -1.69 0.48 1.02
H: -6.15 -0.07 0.37
H: -5.60 1.16 -0.78
H: -0.19 -2.10 0.71
H: 1.34 -2.45 1.53
H: 1.49 -0.28 0.39
H: 1.03 -1.00 -1.16
H: 3.40 2.17 2.39
H: 2.49 4.31 1.68

What should be chosen as the least stable of them? Choose 2).